(1)
A cluster of 3 separate species, C4H14O3 in total in a non-equilibrium geometry. Source: the OMol25 dataset; level of theory: the ωB97M-V functional and the def2-TZVPD basis.

For the HOMO energy, the calculation gives -0.380 Eh. For the gap between HOMO and LUMO, the calculation gives 10.84 eV. The energy above the lowest of the compared OMol25 structures with the same formula, charge and spin comes out at 169.00 kJ/mol. As for the net charge: 0.

```
21
Properties=species:S:1:pos:R:3:forces:R:3
C -1.664126 0.417803 0.401456 1.61 0.72 -0.02
O -1.727244 1.456874 -0.590580 -0.60 -0.02 0.03
C -0.319404 -0.319094 0.416874 0.42 1.41 1.74
C 0.724994 0.364268 1.385087 -1.96 0.90 -1.03
C 1.921964 -0.530789 1.343175 2.68 1.76 0.85
H -1.815182 0.912365 1.386309 -0.42 -0.69 -0.50
H -2.362716 -0.324923 0.085454 -0.86 -0.06 0.84
H -0.866150 1.657526 -0.953596 0.30 -0.13 0.05
H 0.216817 -0.205519 -0.550286 -0.78 -1.03 0.28
H -0.480870 -1.330215 0.817264 0.15 0.00 -0.83
H 0.368345 0.725621 2.367809 -0.14 -1.27 0.04
H 0.758700 1.383790 0.936702 1.28 -0.48 -0.15
H 2.373701 -0.499426 0.344895 -0.70 -1.13 -0.11
H 1.819730 -1.501467 1.849202 -0.29 0.18 -0.76
H 2.794235 -0.056995 1.847619 -0.54 -0.14 0.42
H 2.658096 0.690339 -1.520407 0.16 -0.08 0.07
H 1.917713 0.338467 -2.778870 0.07 -0.27 -0.05
O 2.448019 -0.066011 -2.079598 -0.22 0.44 -0.11
H -3.182773 -1.787057 -1.374197 -0.19 0.37 0.18
H -2.867467 -0.226383 -1.480184 -0.29 -0.10 -0.09
O -2.716372 -1.099182 -1.854131 0.30 -0.36 -0.85
```
Forces are in eV/Å.

(2)
A cluster of 10 separate species, C29H78O10 in total in a non-equilibrium geometry. Source: the OMol25 dataset; level of theory: the ωB97M-V functional and the def2-TZVPD basis.

For the HOMO energy, the calculation gives -0.359 Eh. For the gap between HOMO and LUMO, the calculation gives 10.02 eV. The energy above the lowest of the compared OMol25 structures with the same formula, charge and spin comes out at 188.70 kJ/mol. As for the net charge: 0.

```
117
Properties=species:S:1:pos:R:3:forces:R:3
C 2.216149 -3.667222 6.139179 0.69 1.06 0.22
C 1.630034 -4.222500 4.861306 0.21 0.09 -0.62
C 1.471108 -3.251301 3.703777 -0.40 -0.01 0.42
O 2.453100 -5.264686 4.356990 0.48 -0.66 1.04
H 1.552232 -2.841405 6.442203 0.17 -0.29 0.15
H 3.229433 -3.210281 6.049013 -0.61 -0.39 -0.38
H 2.299328 -4.383028 6.963828 -0.31 -0.08 -0.32
H 0.615899 -4.542989 5.128317 0.03 -0.54 -0.10
H 1.083448 -3.861807 2.881465 0.11 0.28 -0.20
H 2.428235 -2.795467 3.424269 -0.32 0.05 0.05
H 0.689550 -2.531382 3.944127 0.22 0.43 -0.15
H 2.118045 -5.617171 3.533062 -0.29 0.11 -0.12
C 1.591332 3.430620 3.582837 -0.60 0.17 -1.34
C 2.070314 1.970184 3.476442 -0.64 -0.47 0.07
C 2.728694 1.451668 4.742635 0.56 0.73 -0.31
O 0.977580 1.052369 3.237649 -0.04 0.49 -0.10
H 2.412650 4.151399 3.396783 -0.28 -0.41 0.48
H 1.038111 3.663039 4.506930 0.43 -0.20 -0.17
H 0.870147 3.620231 2.739183 0.55 -0.21 0.69
H 2.722111 1.857432 2.586518 0.17 0.28 0.59
H 2.156636 1.559144 5.646652 -0.77 0.21 0.16
H 3.653429 1.961487 4.945965 0.56 0.44 -0.03
H 2.973902 0.423533 4.653439 0.14 -1.07 -0.27
H 0.815120 1.012246 2.274690 -0.35 0.03 0.26
C -2.113215 -0.467099 4.904738 1.18 0.01 -0.21
C -2.207176 1.026610 5.176610 -1.26 0.51 1.68
C -1.271497 1.388080 6.302176 0.99 -0.52 0.74
O -2.039670 1.935567 4.067438 -0.98 -1.36 0.95
H -2.543757 -1.172234 5.644605 0.23 0.84 -0.13
H -1.060002 -0.723806 4.717519 -0.13 -0.11 0.21
H -2.592584 -0.612831 3.983582 -0.93 -0.56 -1.39
H -3.226362 1.173542 5.609875 0.43 0.35 -0.78
H -1.179970 2.446683 6.472981 -0.41 0.55 0.12
H -0.233543 1.064499 6.111910 -0.31 -0.16 -0.17
H -1.583097 0.886620 7.239191 0.11 0.29 -0.39
H -1.108742 1.872380 3.907202 1.23 0.10 -0.75
C 4.223340 -0.898128 0.436423 0.30 -0.08 -2.07
C 3.998547 -0.171577 -0.898443 2.01 0.48 -0.08
C 3.961486 1.328203 -0.731800 0.59 -0.57 0.81
O 5.123070 -0.469103 -1.792462 -0.81 0.29 0.58
H 3.514645 -0.596529 1.173415 -0.64 -0.11 0.62
H 5.211753 -0.568145 0.712872 0.41 -0.20 0.47
H 4.226899 -1.971936 0.188358 -0.06 0.28 0.67
H 3.122872 -0.457252 -1.417740 -1.19 -0.60 -0.30
H 4.871236 1.690847 -0.251751 0.31 -0.05 -0.32
H 3.216333 1.520404 0.016623 -0.90 0.49 0.08
H 3.800308 1.828152 -1.668580 -0.19 0.36 -0.28
H 4.918394 -1.322260 -2.178503 0.12 -0.40 -0.14
C 1.627088 4.618614 -0.492014 -0.31 -0.43 1.88
C 0.486717 4.138206 -1.324927 -0.15 0.52 -0.40
C 0.966141 3.239125 -2.423299 1.27 0.39 -0.29
O -0.468830 3.456869 -0.562370 0.19 -0.27 1.24
H 2.266829 5.278602 -1.057226 0.17 0.27 -0.05
H 2.201577 3.724687 -0.199158 0.08 0.38 0.14
H 1.239925 5.110145 0.446664 0.54 -0.33 -0.98
H 0.001831 5.011666 -1.763897 -0.11 0.21 -0.22
H 1.340303 2.285736 -2.000138 -0.49 0.28 -0.28
H 1.868154 3.731843 -2.874531 -0.93 -0.49 -0.23
H 0.119270 3.129722 -3.097881 0.44 -0.48 -0.37
H -1.222115 3.285678 -1.142275 -0.38 -0.17 -0.29
C -2.581849 -3.642275 -1.497306 0.02 -0.88 0.82
C -3.505118 -4.727868 -2.030550 1.42 0.56 0.28
C -4.336782 -4.051929 -3.078902 -0.86 -0.52 -2.38
O -2.643684 -5.771894 -2.570439 -1.20 -0.07 1.03
H -3.003742 -2.924666 -0.822155 -0.80 0.54 0.04
H -2.223073 -3.168942 -2.376171 0.82 0.78 -0.52
H -1.785153 -4.068083 -0.910124 0.57 -0.35 -0.05
H -4.063344 -5.170679 -1.194327 -0.08 -0.13 -0.59
H -4.921200 -4.779224 -3.659586 0.35 -0.22 -0.05
H -3.753191 -3.446942 -3.863789 -0.51 -0.86 1.36
H -5.146529 -3.435459 -2.729988 0.07 0.65 0.73
H -2.303243 -5.505675 -3.414060 0.17 0.40 -0.68
C 0.162020 1.219911 -5.321269 0.96 1.51 -0.96
C -1.231319 1.620160 -5.730883 -0.11 -0.24 0.67
C -2.199693 0.523926 -5.423256 0.59 -1.15 -1.26
O -1.767964 2.724451 -5.013987 0.71 1.66 0.08
H 0.483044 0.451170 -6.035449 0.04 -0.29 0.71
H 0.219600 1.004751 -4.262539 0.05 -0.61 0.10
H 0.883964 2.055905 -5.502432 -0.52 -0.42 0.16
H -1.254809 1.781091 -6.816952 -0.06 0.36 0.16
H -3.172618 0.848360 -5.733618 -0.68 -0.20 -0.21
H -2.233965 0.139081 -4.417574 0.21 0.35 0.64
H -1.814385 -0.303283 -6.039908 -0.75 -0.13 0.04
H -1.170714 3.506162 -4.994117 -0.40 -0.82 -0.32
C -3.794673 2.865605 -0.520289 -0.13 -0.53 1.77
C -3.686622 2.487609 -1.940920 -1.15 0.21 -1.72
C -4.839488 3.101338 -2.772091 -0.15 -0.61 0.33
O -2.396983 2.914700 -2.393729 -0.18 -0.39 -1.06
H -3.966881 3.930545 -0.432896 0.23 0.30 0.27
H -2.893808 2.536679 -0.008805 0.38 0.46 0.13
H -4.555344 2.340228 0.096638 -0.06 0.28 -0.93
H -3.848934 1.422046 -2.061287 0.62 -0.57 0.06
H -5.080946 2.570320 -3.695353 0.60 0.07 -0.21
H -4.699143 4.155391 -2.969846 0.05 0.27 0.01
H -5.750028 2.947681 -2.194261 -0.12 0.32 0.23
H -2.270364 2.761702 -3.380991 -0.34 0.03 1.29
C 0.267242 -1.464192 0.731589 1.38 -0.38 -1.48
C 0.053475 -0.271731 -0.183488 -1.21 -0.88 -0.56
C -1.257274 -0.397294 -0.947551 0.70 -1.65 -1.66
O -0.083824 0.848346 0.621924 0.87 1.47 1.19
H 0.274591 -2.422129 0.161642 0.12 0.67 0.37
H -0.461537 -1.518645 1.471365 -1.68 -0.03 1.19
H 1.191854 -1.338765 1.280868 0.45 -0.16 -0.04
H 0.877850 -0.206357 -0.891867 0.31 0.21 -0.08
H -2.077151 -0.455800 -0.255363 -0.47 0.25 0.23
H -1.282287 -1.321006 -1.590391 0.14 0.56 0.77
H -1.356512 0.381157 -1.694225 -0.27 0.68 0.23
H -0.033887 1.712906 0.160543 -0.27 -0.33 -0.19
C 1.411285 -2.640678 -2.972961 -0.55 1.27 -1.22
C 2.587037 -3.418738 -3.493506 1.62 0.83 -0.07
O 3.626021 -3.538410 -2.506818 0.36 0.83 -1.00
H 0.685068 -2.446108 -3.819880 0.69 -0.14 0.88
H 1.802235 -1.660929 -2.630928 -0.44 -0.45 -0.10
H 0.843445 -3.096504 -2.165112 0.19 -0.28 0.08
H 3.137358 -2.913522 -4.327284 -0.83 0.00 0.59
H 2.350858 -4.372739 -3.892868 -0.53 -1.13 -0.17
H 3.338366 -4.076445 -1.794929 -0.51 -0.80 1.01
```
Forces are in eV/Å.

(3)
A cluster of 11 separate species, C25H48F4O19 in total in a non-equilibrium geometry. Source: the OMol25 dataset; level of theory: the ωB97M-V functional and the def2-TZVPD basis.

For the HOMO energy, the calculation gives -0.351 Eh. For the gap between HOMO and LUMO, the calculation gives 9.34 eV. As for the net charge: 0.

```
96
Properties=species:S:1:pos:R:3:forces:R:3
C -21.025137 -25.728714 13.185666 1.39 -1.10 0.95
C -22.035012 -26.085561 12.126231 -0.01 0.55 -0.57
O -21.582121 -25.347374 11.010910 0.31 -0.18 -0.04
C -20.414869 -24.658711 11.295633 -1.89 -0.31 -0.50
O -19.977894 -23.836744 10.562963 0.72 -0.10 0.21
O -19.987229 -25.027629 12.497689 0.21 0.91 0.37
F -23.254294 -25.603009 12.485972 -0.34 0.15 0.12
H -20.468591 -26.546169 13.645689 -0.55 -0.40 -0.09
H -21.464130 -25.171320 14.012612 -0.05 0.47 -0.35
H -22.194204 -27.132469 11.871808 0.31 0.02 -0.05
C -17.384272 -22.890394 12.834449 -0.05 -0.93 -0.82
C -18.396991 -21.797841 13.050118 1.19 -0.48 0.46
O -17.768980 -20.699769 12.470562 -0.15 1.25 -1.33
C -16.667331 -21.057227 11.712168 0.18 -0.86 1.10
O -16.036329 -20.378753 10.962472 -0.80 -0.06 0.44
O -16.350330 -22.333890 12.039009 0.03 0.83 -0.70
F -18.513884 -21.604148 14.392667 -0.42 0.51 0.25
H -17.890201 -23.632503 12.216204 0.46 -0.58 0.42
H -16.926695 -23.223709 13.762000 -0.34 -0.32 0.00
H -19.373388 -22.049644 12.637393 -0.07 0.58 -0.05
C -16.836505 -24.831400 3.059569 -0.88 -0.92 0.66
C -15.740531 -23.948761 3.573395 0.51 0.51 -1.08
O -15.042783 -23.630799 2.376341 1.08 0.33 1.10
C -15.727589 -23.955218 1.284916 -0.44 1.48 -1.22
O -15.413683 -23.552061 0.192499 -0.68 -1.31 1.11
O -16.877047 -24.573927 1.649903 -0.25 -0.10 -0.11
F -14.900146 -24.592412 4.393438 0.78 -0.66 0.59
H -17.749130 -24.693218 3.643744 -0.45 0.76 -0.90
H -16.685513 -25.901790 3.216026 0.87 0.06 -0.09
H -15.988686 -23.002482 4.057670 -0.37 -0.21 -0.02
C -11.931313 -26.840076 5.377562 0.07 -0.51 0.52
C -13.092544 -27.814449 5.640993 0.38 2.07 1.67
O -13.906462 -27.605057 4.581083 -0.90 -0.44 -1.55
C -13.221674 -27.003937 3.548564 0.42 -0.75 -0.42
O -13.613472 -26.939993 2.433061 -0.05 0.37 0.56
O -11.985013 -26.662752 3.985870 -0.12 -0.12 -1.02
F -13.770618 -27.342304 6.759965 0.16 -0.60 0.08
H -11.017035 -27.316018 5.730199 0.30 0.44 -0.41
H -12.081287 -25.838008 5.780615 -0.11 -0.36 0.72
H -12.806384 -28.849813 5.828145 -0.26 -0.05 -0.16
C -16.561555 -24.631962 8.689225 -0.30 0.43 0.22
C -16.835122 -23.115706 8.592215 -0.07 -0.32 -1.56
C -16.720585 -22.829899 7.048110 0.40 -0.66 0.68
O -16.823085 -24.112984 6.419373 -0.31 0.28 0.17
C -16.185707 -25.056767 7.266931 -0.21 -0.53 -0.07
H -17.448913 -25.184618 8.997770 0.05 0.04 0.20
H -15.803357 -24.660949 9.471002 0.21 -1.01 -0.30
H -16.088520 -22.629633 9.216620 -0.29 0.57 -0.14
H -17.864413 -22.866026 8.846841 0.16 0.10 0.55
H -15.759934 -22.440212 6.707456 -0.07 0.62 0.39
H -17.561681 -22.200588 6.763712 0.21 0.02 -0.49
H -15.111652 -25.169420 7.095268 0.15 0.59 -0.04
H -16.598594 -26.018312 6.956350 -0.06 -0.11 0.33
C -20.020583 -20.451555 8.396988 0.14 1.30 0.84
C -21.037750 -21.588372 8.319556 -0.42 0.87 -0.13
C -21.760088 -21.110411 7.039305 0.52 -1.87 -0.53
O -21.901034 -19.736678 7.129379 -0.62 0.26 0.95
C -20.790471 -19.217929 7.930697 -0.92 -0.91 -2.02
H -19.151054 -20.551124 7.747218 -0.01 -0.56 0.07
H -19.680430 -20.144646 9.389141 0.30 -0.76 0.17
H -21.788056 -21.544429 9.112453 0.24 0.19 0.29
H -20.583965 -22.574491 8.390122 -0.10 -0.05 -0.58
H -22.715219 -21.592957 6.824773 -0.15 0.18 0.33
H -21.118763 -21.379740 6.185405 0.13 0.07 -0.20
H -21.201717 -18.640402 8.755970 0.14 0.34 -0.24
H -20.309713 -18.695484 7.102153 0.80 0.87 1.06
C -17.072083 -26.949505 11.475087 -0.02 0.99 0.33
O -18.174733 -27.301970 10.651056 0.21 -0.21 -0.08
H -16.694441 -27.784415 12.064551 -0.03 0.02 0.02
H -16.247392 -26.500169 10.920209 -0.13 -0.48 -0.52
H -17.386910 -26.116716 12.113326 0.01 -0.25 0.47
H -18.579436 -28.068530 11.063588 -0.11 -0.05 -0.20
C -13.157335 -22.633908 9.749497 0.18 0.87 -0.76
O -11.783561 -22.729635 10.174433 -0.77 0.29 -0.02
H -13.270980 -21.945976 8.905811 0.32 -0.34 -0.42
H -13.451652 -23.637764 9.454417 -0.28 0.09 0.10
H -13.822590 -22.150986 10.470045 0.07 -0.63 0.57
H -11.509059 -21.823615 10.348815 0.26 -0.10 0.13
C -16.678380 -18.766056 8.093142 0.25 -0.09 -0.86
O -15.863740 -19.930464 7.914640 -0.23 0.30 0.69
H -16.212338 -17.919063 8.601397 0.43 -0.26 0.17
H -16.844353 -18.455970 7.061500 -0.51 0.25 0.15
H -17.609836 -18.978188 8.617827 -0.09 -0.11 -0.16
H -15.843485 -20.377728 8.767117 0.19 -0.03 0.10
C -19.963142 -24.658479 5.861661 1.38 0.64 0.86
O -19.979011 -24.208256 4.516351 -0.31 -0.04 0.29
H -20.930496 -24.912042 6.295081 -0.07 -0.29 -0.32
H -19.186748 -25.412316 6.000433 -0.55 -0.62 -0.44
H -19.498127 -23.889457 6.491109 -0.42 0.30 0.10
H -20.287477 -23.300060 4.587396 -0.03 0.03 -0.46
C -14.128063 -24.976883 11.868209 0.51 0.36 -0.64
O -13.121792 -24.091591 12.332383 0.07 -0.61 0.94
H -13.686768 -25.745303 11.224376 -0.16 0.28 -0.61
H -14.621048 -25.612513 12.605547 0.15 0.74 0.77
H -14.834189 -24.301803 11.380955 -0.57 -0.81 -0.34
H -12.659560 -23.732347 11.560850 0.16 -0.12 0.31
```
Forces are in eV/Å.

Q: Which value of HOMO energy does entry 3 give?
A: -0.351 Eh